{
  "formula": "C64H65Cl10N9O18",
  "method": "ωB97M-V/def2-TZVPD",
  "symbols": ["Cl", "C", "C", "Cl", "H", "H", "H", "H", "Cl", "C", "C", "Cl", "H", "H", "H", "H", "Cl", "C", "C", "Cl", "H", "H", "H", "H", "Cl", "C", "C", "Cl", "H", "H", "H", "H", "Cl", "C", "C", "Cl", "H", "H", "H", "H", "C", "C", "C", "C", "C", "C", "N", "O", "O", "H", "H", "H", "H", "H", "C", "C", "C", "C", "C", "C", "N", "O", "O", "H", "H", "H", "H", "H", "C", "C", "C", "C", "C", "C", "N", "O", "O", "H", "H", "H", "H", "H", "C", "C", "C", "C", "C", "C", "N", "O", "O", "H", "H", "H", "H", "H", "C", "C", "C", "C", "C", "C", "N", "O", "O", "H", "H", "H", "H", "H", "C", "C", "C", "C", "C", "C", "N", "O", "O", "H", "H", "H", "H", "H", "C", "C", "C", "C", "C", "C", "N", "O", "O", "H", "H", "H", "H", "H", "C", "C", "C", "C", "C", "C", "N", "O", "O", "H", "H", "H", "H", "H", "C", "C", "C", "C", "C", "C", "N", "O", "O", "H", "H", "H", "H", "H"],
  "positions_angstrom": [[-14.38, 16.69, -2.84], [-15.96, 17.25, -3.39], [-16.00, 18.80, -3.45], [-15.47, 19.49, -5.08], [-16.67, 16.98, -2.61], [-16.31, 16.67, -4.24], [-15.32, 19.19, -2.69], [-17.06, 19.05, -3.49], [-19.38, 24.55, -0.10], [-19.70, 22.81, 0.26], [-19.49, 22.54, 1.72], [-20.35, 23.79, 2.65], [-19.01, 22.16, -0.29], [-20.72, 22.66, -0.10], [-18.47, 22.59, 2.09], [-19.88, 21.55, 1.95], [-11.16, 20.61, 3.78], [-11.87, 22.23, 3.83], [-12.40, 22.60, 5.20], [-13.77, 21.46, 5.60], [-12.75, 22.22, 3.19], [-11.12, 22.98, 3.58], [-12.76, 23.63, 5.16], [-11.61, 22.35, 5.91], [-15.28, 15.67, 4.35], [-16.01, 13.98, 4.72], [-17.49, 13.96, 4.39], [-17.81, 13.72, 2.66], [-15.83, 13.76, 5.78], [-15.37, 13.24, 4.24], [-17.88, 14.90, 4.77], [-17.92, 13.09, 4.89], [-16.06, 16.65, 0.28], [-14.56, 15.70, 0.62], [-14.68, 14.25, 0.59], [-14.70, 13.62, -1.06], [-14.23, 16.00, 1.61], [-13.82, 16.18, -0.03], [-15.63, 13.88, 0.98], [-13.90, 13.66, 1.07], [-19.27, 17.16, 2.45], [-19.42, 16.21, 1.44], [-20.69, 15.65, 1.04], [-21.83, 16.09, 1.67], [-21.75, 17.08, 2.70], [-20.42, 17.52, 3.11], [-23.19, 15.57, 1.37], [-24.18, 15.90, 1.97], [-23.25, 14.72, 0.55], [-18.30, 17.60, 2.59], [-18.63, 15.70, 0.91], [-20.67, 14.92, 0.24], [-22.60, 17.56, 3.17], [-20.33, 18.31, 3.85], [-15.49, 24.08, 3.77], [-15.79, 25.23, 4.40], [-16.19, 26.31, 3.58], [-16.26, 26.23, 2.19], [-15.94, 24.98, 1.58], [-15.50, 23.92, 2.38], [-16.80, 27.29, 1.35], [-16.43, 27.37, 0.18], [-17.56, 28.10, 1.90], [-15.22, 23.28, 4.44], [-15.81, 25.32, 5.47], [-16.48, 27.26, 4.00], [-16.02, 24.99, 0.50], [-15.17, 23.04, 1.84], [-16.43, 19.64, 9.49], [-16.64, 20.94, 8.99], [-17.29, 21.22, 7.82], [-17.68, 20.17, 6.99], [-17.56, 18.85, 7.46], [-16.83, 18.53, 8.70], [-18.35, 20.44, 5.70], [-18.48, 19.49, 4.90], [-18.82, 21.57, 5.44], [-15.85, 19.42, 10.37], [-16.24, 21.78, 9.55], [-17.42, 22.25, 7.53], [-17.91, 18.02, 6.87], [-16.66, 17.51, 9.01], [-23.16, 18.22, -2.02], [-23.01, 18.70, -0.76], [-21.71, 18.94, -0.32], [-20.63, 18.73, -1.19], [-20.83, 18.45, -2.57], [-22.12, 18.12, -2.98], [-19.23, 18.88, -0.76], [-19.07, 19.56, 0.23], [-18.37, 18.34, -1.45], [-24.12, 17.78, -2.26], [-23.79, 18.91, -0.05], [-21.44, 19.26, 0.68], [-19.98, 18.32, -3.23], [-22.27, 17.77, -4.00], [-12.42, 16.98, 6.87], [-13.43, 17.98, 6.87], [-13.54, 18.96, 7.87], [-12.58, 18.90, 8.88], [-11.47, 18.00, 8.80], [-11.43, 17.03, 7.81], [-12.71, 19.78, 10.03], [-11.89, 19.64, 10.92], [-13.65, 20.48, 10.22], [-12.29, 16.18, 6.16], [-14.15, 18.07, 6.07], [-14.30, 19.73, 7.77], [-10.67, 17.96, 9.53], [-10.65, 16.29, 7.84], [-16.30, 25.13, -2.38], [-15.02, 24.81, -2.91], [-14.29, 25.76, -3.65], [-14.74, 27.03, -3.76], [-16.04, 27.31, -3.23], [-16.76, 26.38, -2.51], [-14.05, 28.09, -4.61], [-14.54, 29.22, -4.70], [-12.96, 27.84, -5.12], [-16.93, 24.32, -2.05], [-14.67, 23.80, -2.83], [-13.32, 25.44, -4.00], [-16.51, 28.27, -3.34], [-17.75, 26.55, -2.11], [-14.51, 18.82, 2.69], [-13.56, 19.18, 1.77], [-13.85, 20.00, 0.71], [-15.09, 20.58, 0.58], [-16.07, 20.25, 1.52], [-15.80, 19.31, 2.55], [-15.38, 21.54, -0.49], [-14.55, 21.74, -1.37], [-16.51, 22.02, -0.38], [-14.22, 18.16, 3.49], [-12.50, 19.01, 1.81], [-13.07, 20.25, 0.01], [-17.08, 20.64, 1.51], [-16.60, 19.12, 3.25], [-11.67, 23.64, -5.64], [-10.48, 23.96, -5.03], [-10.06, 23.30, -3.90], [-10.90, 22.32, -3.33], [-12.09, 22.03, -3.98], [-12.48, 22.59, -5.23], [-10.45, 21.73, -2.09], [-9.25, 21.82, -1.76], [-11.30, 21.05, -1.49], [-11.97, 24.18, -6.53], [-9.90, 24.76, -5.47], [-9.14, 23.55, -3.39], [-12.68, 21.17, -3.68], [-13.30, 22.29, -5.86], [-8.18, 15.29, 5.84], [-8.37, 16.58, 5.31], [-9.35, 16.85, 4.38], [-10.18, 15.78, 3.97], [-10.06, 14.48, 4.52], [-9.07, 14.32, 5.44], [-11.16, 16.06, 2.96], [-10.94, 16.81, 1.99], [-12.20, 15.41, 3.07], [-7.51, 15.03, 6.64], [-7.68, 17.39, 5.50], [-9.57, 17.81, 3.95], [-10.63, 13.62, 4.19], [-9.01, 13.37, 5.94]],
  "multiplicity": 1,
  "e_lumo_ev": -1.282,
  "fmax_ev_per_a": 3.61,
  "mol_weight_g_mol": 1602.8,
  "homo_lumo_gap_ev": 7.982,
  "e_tot_ha": -8925.9026
}

{
  "formula": "C64H71Cl3CrN3O3P2Si2Te",
  "method": "ωB97M-V/def2-TZVPD",
  "symbols": ["Cr", "C", "Si", "C", "C", "N", "C", "C", "C", "C", "C", "C", "N", "Si", "C", "C", "C", "H", "H", "H", "H", "H", "H", "H", "H", "H", "H", "H", "H", "H", "H", "H", "H", "H", "H", "H", "H", "H", "H", "C", "P", "C", "C", "C", "C", "C", "C", "C", "C", "C", "C", "C", "C", "P", "C", "C", "C", "C", "C", "C", "C", "C", "C", "C", "C", "C", "H", "H", "H", "H", "H", "H", "H", "H", "H", "H", "H", "H", "H", "H", "H", "H", "H", "H", "H", "H", "H", "H", "Cl", "C", "Cl", "Cl", "C", "O", "O", "C", "C", "C", "C", "C", "C", "Te", "N", "C", "O", "C", "C", "C", "C", "C", "C", "C", "C", "C", "C", "C", "C", "C", "C", "C", "C", "C", "C", "H", "H", "H", "H", "H", "H", "H", "H", "H", "H", "H", "H", "H", "H", "H", "H", "H", "H", "H", "H", "H", "H", "H", "H", "H", "H", "H"],
  "positions_angstrom": [[-1.36, -0.90, -0.89], [1.74, 0.35, -4.10], [1.50, -0.88, -2.63], [2.08, 0.00, -1.05], [2.70, -2.37, -2.91], [-0.16, -1.33, -2.50], [-0.83, -1.98, -3.48], [-0.22, -2.51, -4.63], [-0.94, -3.19, -5.58], [-2.31, -3.36, -5.42], [-2.95, -2.83, -4.32], [-2.25, -2.11, -3.33], [-2.82, -1.53, -2.25], [-4.52, -1.59, -1.98], [-5.13, -0.45, -0.58], [-5.10, -3.37, -1.53], [-5.54, -1.05, -3.54], [2.79, 0.47, -4.33], [1.34, 1.33, -3.86], [1.24, 0.00, -5.01], [3.07, -0.32, -0.74], [1.38, -0.20, -0.25], [2.12, 1.08, -1.19], [2.99, -2.47, -3.95], [2.22, -3.29, -2.61], [3.61, -2.25, -2.33], [0.84, -2.41, -4.75], [-0.44, -3.62, -6.44], [-2.88, -3.93, -6.15], [-4.01, -2.99, -4.19], [-4.68, -0.69, 0.38], [-6.21, -0.55, -0.47], [-4.91, 0.59, -0.78], [-5.44, -3.44, -0.50], [-4.29, -4.08, -1.65], [-5.92, -3.72, -2.17], [-4.89, -0.81, -4.37], [-6.15, -0.18, -3.33], [-6.20, -1.85, -3.87], [-0.67, 4.01, -2.22], [-0.75, 2.24, -1.45], [-0.90, 2.94, 0.25], [0.20, 2.67, 1.06], [0.35, 3.29, 2.28], [-0.61, 4.16, 2.75], [-1.72, 4.43, 1.97], [-1.85, 3.85, 0.72], [-2.39, 2.00, -2.24], [-2.26, 1.46, -3.52], [-3.31, 1.47, -4.41], [-4.53, 2.02, -4.03], [-4.69, 2.49, -2.74], [-3.63, 2.48, -1.85], [0.95, 4.61, -2.89], [2.05, 4.25, -1.47], [1.95, 4.90, -0.24], [2.90, 4.68, 0.74], [3.96, 3.82, 0.51], [4.06, 3.16, -0.71], [3.12, 3.39, -1.70], [0.73, 6.40, -2.58], [-0.50, 7.05, -2.48], [-0.57, 8.40, -2.22], [0.59, 9.16, -2.07], [1.82, 8.53, -2.23], [1.90, 7.18, -2.49], [-1.00, 4.71, -1.45], [-1.37, 4.04, -3.06], [0.96, 1.99, 0.70], [1.25, 3.11, 2.85], [-0.50, 4.64, 3.71], [-2.47, 5.13, 2.31], [-2.70, 4.13, 0.11], [-1.30, 1.05, -3.82], [-3.18, 1.08, -5.41], [-5.36, 2.06, -4.72], [-5.65, 2.90, -2.43], [-3.79, 2.84, -0.84], [1.12, 5.57, -0.05], [2.81, 5.20, 1.68], [4.71, 3.65, 1.27], [4.88, 2.48, -0.89], [3.19, 2.89, -2.65], [-1.42, 6.49, -2.60], [-1.54, 8.88, -2.12], [0.53, 10.21, -1.84], [2.73, 9.12, -2.13], [2.86, 6.70, -2.59], [-1.37, -4.76, 2.22], [-2.47, -4.25, 0.94], [-2.89, -2.55, 1.20], [-3.90, -5.27, 1.03], [-1.64, -4.36, -0.47], [-1.82, -5.38, -1.11], [-0.92, -3.37, -0.62], [2.86, -7.73, 5.25], [2.41, -6.54, 4.45], [2.16, -6.63, 3.09], [1.73, -5.52, 2.36], [1.45, -5.76, 0.90], [1.55, -4.27, 2.97], [0.67, -2.51, 1.77], [-0.41, -0.60, 0.94], [-1.48, 0.02, 1.30], [-2.24, 0.43, 0.31], [-1.99, 0.24, 2.66], [-1.62, -0.57, 3.74], [-2.17, -0.39, 4.98], [-3.12, 0.61, 5.19], [-3.51, 1.41, 4.12], [-2.96, 1.22, 2.87], [2.52, -1.42, 2.04], [2.63, -0.23, 2.76], [1.49, 0.37, 3.52], [3.84, 0.47, 2.77], [4.96, 0.01, 2.10], [6.25, 0.76, 2.10], [4.84, -1.19, 1.41], [3.65, -1.90, 1.37], [3.61, -3.16, 0.58], [1.78, -4.21, 4.35], [1.54, -2.96, 5.13], [2.21, -5.32, 5.06], [3.02, -8.59, 4.60], [2.10, -8.00, 5.98], [3.78, -7.52, 5.78], [2.28, -7.57, 2.58], [2.36, -6.04, 0.38], [1.03, -4.88, 0.42], [0.74, -6.58, 0.79], [-0.91, -1.37, 3.56], [-1.87, -1.03, 5.80], [-3.58, 0.75, 6.16], [-4.25, 2.19, 4.28], [-3.27, 1.83, 2.04], [1.20, -0.26, 4.36], [1.77, 1.34, 3.92], [0.63, 0.49, 2.86], [3.90, 1.41, 3.30], [6.21, 1.61, 2.78], [6.47, 1.14, 1.10], [7.08, 0.12, 2.39], [5.70, -1.56, 0.87], [4.50, -3.27, -0.03], [2.73, -3.16, -0.07], [3.54, -4.02, 1.24], [1.00, -2.25, 4.51], [2.48, -2.51, 5.46], [0.94, -3.18, 6.02], [2.38, -5.23, 6.13]],
  "s_squared": 8.776,
  "multiplicity": 6,
  "e_lumo_ev": [3.546, 2.653],
  "fmax_ev_per_a": 2.62,
  "mol_weight_g_mol": 1334.4,
  "homo_lumo_gap_ev": [3.897, 3.274],
  "charge": -2,
  "e_tot_ha": -6826.2977
}

{
  "formula": "C64H81Br2IN10O2S",
  "method": "ωB97M-V/def2-TZVPD",
  "symbols": ["C", "C", "C", "C", "C", "C", "C", "C", "C", "C", "C", "C", "C", "Br", "C", "C", "C", "C", "C", "C", "C", "O", "C", "O", "C", "I", "S", "C", "C", "C", "C", "C", "C", "N", "Br", "H", "H", "H", "H", "H", "H", "H", "H", "H", "H", "H", "H", "H", "H", "H", "H", "H", "H", "H", "H", "H", "H", "H", "H", "H", "H", "H", "H", "H", "H", "H", "H", "H", "H", "H", "H", "N", "C", "C", "C", "C", "H", "H", "H", "H", "H", "N", "C", "C", "C", "C", "H", "H", "H", "H", "H", "N", "C", "C", "C", "C", "H", "H", "H", "H", "H", "N", "C", "C", "C", "C", "H", "H", "H", "H", "H", "N", "C", "C", "C", "C", "H", "H", "H", "H", "H", "N", "C", "C", "C", "C", "H", "H", "H", "H", "H", "N", "C", "C", "C", "C", "H", "H", "H", "H", "H", "N", "C", "C", "C", "C", "H", "H", "H", "H", "H", "N", "C", "C", "C", "C", "H", "H", "H", "H", "H"],
  "positions_angstrom": [[-4.38, -1.45, 3.27], [-3.63, -0.14, 2.93], [-2.36, 0.05, 3.80], [-1.06, 0.09, 2.96], [-0.31, -1.24, 3.00], [-1.09, -2.42, 2.40], [-0.21, -3.30, 1.48], [-0.80, -4.70, 1.29], [-1.84, -4.80, 0.17], [-1.25, -5.07, -1.23], [-1.76, -4.19, -2.39], [-1.89, -2.72, -2.13], [-0.78, -1.88, -2.09], [0.91, -2.69, -2.43], [-0.86, -0.51, -1.83], [-2.13, 0.01, -1.61], [-3.29, -0.78, -1.67], [-4.65, -0.15, -1.47], [-5.23, -0.37, -0.05], [-6.74, -0.72, -0.07], [-7.52, 0.06, 0.98], [-8.35, 1.07, 0.36], [-7.62, 2.07, -0.15], [-6.64, 2.50, 0.36], [-3.15, -2.15, -1.91], [-4.89, -3.35, -1.93], [-2.39, 1.72, -1.25], [-0.82, 2.42, -1.63], [-0.76, 3.82, -1.68], [0.44, 4.45, -1.94], [1.58, 3.68, -2.20], [1.50, 2.30, -2.16], [0.30, 1.64, -1.87], [0.37, 0.22, -1.80], [1.39, -0.21, -0.23], [-5.24, -1.21, 3.90], [-3.76, -2.17, 3.77], [-4.77, -1.92, 2.36], [-3.32, -0.14, 1.89], [-4.28, 0.72, 3.07], [-2.25, -0.77, 4.51], [-2.46, 1.02, 4.29], [-1.24, 0.41, 1.93], [-0.40, 0.83, 3.41], [0.60, -1.08, 2.41], [0.03, -1.42, 4.02], [-1.42, -3.07, 3.21], [-1.92, -2.05, 1.79], [0.75, -3.39, 2.00], [-0.02, -2.83, 0.52], [-0.03, -5.44, 1.06], [-1.25, -4.99, 2.24], [-2.46, -5.66, 0.43], [-2.53, -3.95, 0.18], [-1.54, -6.09, -1.49], [-0.16, -5.09, -1.21], [-1.04, -4.29, -3.21], [-2.68, -4.63, -2.75], [-5.31, -0.52, -2.25], [-4.59, 0.93, -1.63], [-5.08, 0.53, 0.54], [-4.66, -1.18, 0.39], [-6.83, -1.78, 0.18], [-7.18, -0.61, -1.06], [-8.21, -0.62, 1.47], [-6.88, 0.47, 1.76], [-7.98, 2.48, -1.10], [-1.66, 4.38, -1.48], [0.45, 5.53, -1.94], [2.51, 4.19, -2.40], [2.39, 1.72, -2.35], [1.72, -2.72, -6.72], [1.35, -2.42, -8.00], [0.16, -1.74, -7.94], [-0.20, -1.63, -6.57], [0.79, -2.24, -5.84], [2.55, -3.22, -6.47], [1.96, -2.70, -8.84], [-0.39, -1.37, -8.79], [-1.08, -1.15, -6.17], [0.90, -2.37, -4.77], [3.12, -4.03, 5.49], [3.69, -2.82, 5.77], [3.83, -2.14, 4.59], [3.31, -2.97, 3.56], [2.89, -4.13, 4.15], [2.91, -4.74, 6.17], [3.95, -2.54, 6.78], [4.25, -1.15, 4.47], [3.26, -2.75, 2.51], [2.44, -5.02, 3.73], [-10.19, 0.54, 3.22], [-11.31, 1.32, 3.33], [-12.16, 0.71, 4.20], [-11.54, -0.49, 4.64], [-10.32, -0.56, 4.02], [-9.40, 0.74, 2.64], [-11.40, 2.24, 2.77], [-13.13, 1.08, 4.50], [-11.93, -1.21, 5.33], [-9.54, -1.30, 4.07], [5.72, -3.29, -6.26], [6.28, -2.07, -5.98], [6.37, -1.38, -7.16], [5.85, -2.21, -8.19], [5.45, -3.38, -7.59], [5.53, -4.00, -5.58], [6.55, -1.81, -4.98], [6.77, -0.39, -7.28], [5.77, -1.98, -9.24], [4.99, -4.27, -8.01], [-2.23, 4.69, 2.74], [-3.29, 5.54, 2.89], [-4.41, 4.91, 2.42], [-4.02, 3.62, 1.97], [-2.67, 3.51, 2.18], [-1.28, 4.89, 2.99], [-3.15, 6.52, 3.31], [-5.41, 5.33, 2.40], [-4.65, 2.86, 1.55], [-1.99, 2.70, 1.99], [-0.21, 9.99, 4.65], [0.22, 9.37, 5.79], [-0.01, 8.03, 5.67], [-0.60, 7.83, 4.39], [-0.71, 9.05, 3.79], [-0.17, 10.97, 4.47], [0.65, 9.94, 6.60], [0.22, 7.28, 6.40], [-0.91, 6.89, 3.97], [-1.10, 9.33, 2.82], [6.75, 0.06, -2.40], [6.68, 1.15, -1.58], [7.96, 1.55, -1.30], [8.84, 0.66, -1.97], [8.06, -0.25, -2.65], [5.96, -0.44, -2.77], [5.72, 1.55, -1.28], [8.23, 2.38, -0.67], [9.91, 0.68, -1.96], [8.32, -1.08, -3.28], [2.78, 3.06, 1.47], [2.68, 4.16, 2.27], [3.96, 4.58, 2.56], [4.85, 3.69, 1.90], [4.09, 2.77, 1.24], [2.00, 2.54, 1.11], [1.73, 4.55, 2.57], [4.22, 5.42, 3.18], [5.93, 3.72, 1.92], [4.36, 1.93, 0.62], [11.61, -3.81, -2.73], [10.42, -3.15, -2.88], [9.62, -3.93, -3.67], [10.35, -5.10, -4.00], [11.58, -5.00, -3.40], [12.40, -3.47, -2.20], [10.25, -2.20, -2.42], [8.61, -3.69, -3.97], [10.01, -5.93, -4.60], [12.42, -5.66, -3.40]],
  "multiplicity": 1,
  "e_lumo_ev": -0.646,
  "fmax_ev_per_a": 1.61,
  "mol_weight_g_mol": 1341.2,
  "homo_lumo_gap_ev": 7.391,
  "smiles": "CCCCCCCCCCCc1c(Br)c2c(c(CCCCOC=O)c1I)Sc1ccccc1N2Br.c1cc[nH]c1.c1cc[nH]c1.c1cc[nH]c1.c1cc[nH]c1.c1cc[nH]c1.c1cc[nH]c1.c1cc[nH]c1.c1cc[nH]c1.c1cc[nH]c1",
  "e_tot_ha": -9029.1499
}